A single C3H2N2O3 molecule in a non-equilibrium geometry. Source: OMol25; level of theory: ωB97M-V/def2-TZVPD.

```
10
Properties=species:S:1:pos:R:3:forces:R:3:mulliken_charge:R:1
O 1.77626 -1.35601 0.11605 0.0 0.0 -0.4 -0.573
C 0.68308 -0.85174 0.01270 -1.5 -1.5 0.6 0.825
O -0.43607 -1.56815 -0.04880 0.1 0.6 0.0 -0.175
N -1.67865 -0.88891 -0.05208 -0.5 2.0 0.7 -0.294
C -1.63983 0.42552 0.10923 -1.3 -1.1 -1.8 -0.026
N -0.57102 1.28006 0.06119 0.5 -0.7 0.6 -0.532
C 0.51210 0.60530 0.02171 1.6 1.3 -0.4 0.530
O 1.71451 1.12716 -0.06590 0.5 -1.2 -0.2 -0.516
H -2.59617 0.99896 -0.01945 0.6 -1.3 0.6 0.349
H 2.23578 0.22782 -0.13465 0.2 1.9 0.3 0.412
```
Positions in Å, forces in eV/Å.

E_HOMO, hartree: -0.3876
LUMO, eV: -0.81
SMILES: O=c1oncnc1O
2S+1: 1
Total charge: 0